# 1
Below is a single C5H11N molecule at a distorted geometry, with properties calculated with wB97M-V/def2-TZVPD.

Calculated values
E_tot = -251.7429 Ha
LUMO = 1.22 eV
ΔE to the lowest compared entry with this formula, charge and spin = 75.05 kcal per mole
SMILES = CC(C)N1CC1

Geometry as XYZ:
```
17
Properties=species:S:1:pos:R:3:forces:R:3:lowdin_charge:R:1
C 0.3212 1.1650 -1.3530 0.0 0.0 0.0 -0.07
C 0.4621 0.2403 -0.1415 -0.1 0.2 0.1 -0.49
C 1.6300 -0.7343 -0.3023 -0.1 0.0 0.0 -0.07
N -0.7890 -0.5126 0.0150 -0.1 1.2 0.5 -0.11
C -1.1503 -0.9486 1.6071 1.0 -1.4 -3.3 -0.04
C -1.8413 0.0813 0.8206 -0.1 0.5 -0.8 -0.24
H 0.1422 0.5784 -2.2624 0.0 0.1 0.2 0.08
H -0.5195 1.8577 -1.2212 0.2 -0.1 0.0 0.07
H 1.2338 1.7572 -1.4941 -0.2 -0.1 0.0 0.08
H 0.6373 0.8583 0.7579 0.0 0.0 -0.1 0.13
H 1.4716 -1.3749 -1.1788 0.0 0.1 0.2 0.08
H 1.7319 -1.3780 0.5802 0.0 0.1 -0.2 0.07
H 2.5722 -0.1902 -0.4393 -0.2 -0.1 0.0 0.08
H -0.3377 -0.6011 2.2354 0.0 -0.4 0.1 0.07
H -1.0563 -1.8224 0.8075 -0.5 -0.1 3.0 0.14
H -2.8551 -0.0892 0.4557 0.2 0.1 0.1 0.10
H -1.6532 1.1133 1.1133 0.0 -0.1 0.1 0.11
```
Positions in Å, forces in eV/Å.

=====

# 2
Below is a molecular structure, C23H21CoN2OS2, with properties calculated with wB97M-V/def2-TZVPD.

Calculated values
E_tot = -3253.0239 Ha
LUMO (spin up / spin down) = 2.65 / 2.65 eV
Net charge = -1
2S+1 = 4

Geometry as XYZ:
```
50
Properties=species:S:1:pos:R:3:forces:R:3:lowdin_charge:R:1
Co 0.0076 1.1838 -1.0257 -0.1 0.5 0.4 0.46
C -0.7148 -1.1161 2.6366 0.0 0.1 0.0 -0.03
C -0.8939 -0.2522 1.4106 -0.2 0.0 0.2 -0.24
N 0.1136 0.1823 0.7409 0.2 -0.2 -0.1 -0.03
N 1.3834 -0.1897 1.1837 0.0 0.0 0.0 -0.08
C 2.2931 -0.0869 0.2728 -0.1 0.0 0.0 -1.10
S 2.1395 0.3761 -1.3897 0.3 -0.1 0.0 0.56
S 3.9661 -0.4417 0.7645 0.0 -0.1 -0.1 0.86
C 3.7093 -1.5256 2.2116 0.0 0.1 -0.1 -0.43
C 3.4908 -2.9593 1.8139 0.0 0.0 0.0 -0.29
C 4.5604 -3.8503 1.7767 0.0 0.0 0.0 -0.06
C 4.3845 -5.1607 1.3546 0.0 0.0 0.0 -0.10
C 3.1291 -5.6008 0.9584 0.0 0.0 0.0 -0.11
C 2.0542 -4.7216 0.9960 0.0 0.0 0.0 -0.08
C 2.2324 -3.4130 1.4234 0.0 0.0 0.0 -0.04
C -2.2652 0.0916 0.9964 0.0 0.0 0.0 -0.10
C -3.2769 0.0313 1.9691 0.0 0.0 0.0 -0.07
C -4.6011 0.2805 1.6853 0.0 0.0 0.0 -0.13
C -4.9572 0.5705 0.3633 0.0 0.0 0.0 -0.11
C -4.0019 0.6249 -0.6214 0.0 0.0 0.0 -0.03
C -2.6225 0.4262 -0.3518 0.2 0.0 0.1 -0.35
O -1.7851 0.5369 -1.3346 -0.2 -0.1 -0.1 -0.15
H 0.2559 -1.5972 2.6269 0.0 0.0 0.0 0.04
H -1.5035 -1.8649 2.6912 0.0 0.0 0.0 0.08
H -0.7656 -0.5026 3.5410 0.0 0.0 0.0 0.09
H 2.8688 -1.1078 2.7590 0.0 -0.1 0.1 0.06
H 4.6170 -1.4236 2.8068 0.0 0.0 0.0 0.07
H 5.5450 -3.5082 2.0787 0.0 0.0 0.0 0.11
H 5.2301 -5.8379 1.3314 0.0 0.0 0.0 0.10
H 2.9909 -6.6189 0.6155 0.0 0.0 0.0 0.09
H 1.0706 -5.0516 0.6838 0.0 0.0 0.0 0.10
H 1.3944 -2.7263 1.4327 0.1 -0.1 -0.1 0.08
H -3.0055 -0.2058 2.9907 0.0 0.0 0.0 0.10
H -5.3465 0.2493 2.4699 0.0 0.0 0.0 0.08
H -5.9953 0.7609 0.1131 0.0 0.0 0.0 0.09
H -4.2612 0.8562 -1.6473 0.0 0.0 0.0 0.11
C 0.0981 3.2562 -0.8884 -0.1 -0.3 -0.4 -0.20
C -0.4610 3.6171 -2.1972 0.1 0.2 0.0 -0.35
C 0.2904 3.4798 -3.3810 0.0 0.0 0.0 -0.08
C -0.2575 3.7385 -4.6290 0.0 0.0 0.0 -0.12
C -1.5788 4.1504 -4.7567 0.0 0.0 0.1 -0.14
C -2.3379 4.2992 -3.6002 0.0 0.0 0.0 -0.12
C -1.7924 4.0441 -2.3526 0.0 -0.1 0.0 -0.07
H -0.4621 3.6538 -0.0425 0.0 0.0 0.0 0.04
H 1.1647 3.4603 -0.7946 0.0 0.1 0.0 0.03
H 1.3235 3.1545 -3.2999 0.0 0.0 0.0 0.10
H 0.3552 3.6154 -5.5161 0.0 0.0 0.0 0.09
H -2.0075 4.3459 -5.7321 0.0 0.0 0.0 0.08
H -3.3713 4.6215 -3.6750 0.0 0.0 0.0 0.09
H -2.4040 4.1557 -1.4630 0.0 0.0 0.0 0.10
```
Positions in Å, forces in eV/Å.

=====

# 3
Below is 2 unconnected molecules or ions with the total composition C6H3BrClFO2 at a distorted geometry, with properties calculated with wB97M-V/def2-TZVPD.

Calculated values
E_tot = -3514.7874 Ha
LUMO (spin up / spin down) = -0.08 / -1.14 eV
ΔE to the lowest compared entry with this formula, charge and spin = 11.21 kcal per mole

Geometry as XYZ:
```
14
Properties=species:S:1:pos:R:3:forces:R:3:lowdin_charge:R:1
C 0.8690 -0.5327 0.7024 2.0 0.8 3.5 -0.09
C -0.2919 -0.6287 -0.0173 -1.2 -0.9 -2.4 0.01
C 1.8296 -1.2715 0.1084 -2.5 1.0 -0.5 -0.13
C 0.1494 -1.3512 -1.1976 -1.9 0.8 2.7 -0.32
C -0.4908 -1.6749 -2.3209 0.5 0.4 -0.3 -0.11
C 1.6947 0.2182 -3.3798 -0.3 2.9 0.4 -1.14
O -1.1001 -2.3110 -3.0553 -1.2 -0.8 -1.4 0.21
O 1.3980 -1.7719 -1.0532 1.0 -0.7 -1.0 0.04
F 0.8912 1.2787 -3.7830 0.7 -1.7 0.3 -0.14
Cl 1.9288 -0.9243 -4.5779 0.2 -0.4 -0.5 0.70
Br 3.2524 1.0896 -2.5402 -0.7 -0.9 -0.4 0.63
H 1.1601 -0.0148 1.6690 -1.1 -0.7 -1.3 0.14
H -1.3482 -0.4989 0.2268 0.6 0.5 -0.1 0.12
H 2.8010 -1.4005 0.2558 3.9 -0.5 1.0 0.08
```
Positions in Å, forces in eV/Å.

=====

# 4
Below is 2 unconnected molecules or ions with the total composition C11H24FN3O2PS at a distorted geometry, with properties calculated with wB97M-V/def2-TZVPD.

Calculated values
E_tot = -1587.0959 Ha
LUMO = -5.80 eV
Net charge = +1

Geometry as XYZ:
```
43
Properties=species:S:1:pos:R:3:forces:R:3:lowdin_charge:R:1
C 4.2535 1.1611 2.0402 1.0 -0.1 -0.3 -0.16
C 2.7809 1.8581 2.0867 1.0 2.1 -1.3 -0.41
P 1.3314 0.7706 2.6364 2.7 -0.6 3.5 1.02
C 1.6024 -1.0910 2.4327 -0.8 -2.5 -0.5 -0.38
C 0.4760 -1.8631 1.4793 0.6 -0.9 -0.1 -0.14
N -0.1945 1.3507 1.8812 -2.2 -1.2 -1.7 -0.37
C -1.4227 1.1540 2.7885 -2.6 0.5 1.8 -0.05
C -2.8047 0.8554 1.8970 -1.8 -4.8 -5.3 -0.11
O -2.8881 -0.1544 1.0261 0.8 7.3 6.3 0.02
F -4.0160 1.7500 1.9926 4.5 -2.7 0.3 -0.01
N -0.0798 2.7485 1.7353 0.4 3.1 -7.4 -0.01
C -0.0098 3.0622 0.3730 3.0 1.4 1.1 -0.44
S 0.6128 3.6520 -1.1288 -2.8 -2.2 5.8 0.79
H 4.9311 1.5494 2.9337 -1.6 -0.8 -2.0 0.10
H 4.7740 1.4665 1.0113 -1.1 -0.7 2.4 0.10
H 4.2771 -0.0044 2.0868 -0.3 2.2 -0.1 0.06
H 2.6210 2.4035 1.0365 0.2 -1.3 2.2 0.07
H 2.8586 2.7563 2.8715 -0.6 -2.1 -1.7 0.11
H 2.6437 -1.4369 2.0347 -1.8 1.2 0.7 0.08
H 1.4794 -1.5855 3.5123 0.4 1.6 -2.2 0.10
H -0.4534 -1.1942 1.2396 1.7 -1.5 0.3 0.04
H 1.0191 -2.2510 0.4897 -1.5 1.2 2.1 0.10
H 0.1258 -2.8428 2.0511 0.6 2.3 -1.2 0.10
H -0.3420 0.9782 0.9130 -0.4 -0.5 0.9 0.10
H -1.6635 2.1603 3.3821 1.0 -2.1 -1.5 0.17
H -1.2411 0.3340 3.6223 -0.4 1.4 -2.2 0.16
C -2.5770 -0.5769 -3.6167 -0.3 0.1 -0.1 -0.07
C -1.7870 -1.8604 -3.3754 0.4 0.3 0.0 -0.42
C -1.0641 -1.9009 -2.0083 -0.1 -0.4 -0.2 -0.19
O 0.1121 -1.0889 -1.9341 -0.4 0.4 0.4 -0.20
C -0.1413 0.2933 -1.7374 0.6 -0.6 -0.2 -0.15
N -0.8441 -2.0573 -4.4875 0.3 -0.1 0.5 0.04
H -1.9426 0.2649 -3.9052 0.0 -0.1 0.0 0.06
H -3.2944 -0.7227 -4.4334 0.2 0.0 0.2 0.09
H -3.1423 -0.2885 -2.7251 0.0 0.0 -0.1 0.08
H -2.5060 -2.6868 -3.3875 0.2 0.0 0.1 0.14
H -0.7218 -2.9288 -1.8394 0.1 0.2 -0.1 0.13
H -1.7483 -1.6644 -1.1837 0.0 0.2 0.0 0.11
H -1.0081 0.4676 -1.0929 -0.3 0.0 -0.1 0.07
H -0.2720 0.7884 -2.7009 -0.2 0.3 0.1 0.08
H 0.7378 0.7371 -1.2618 0.1 -0.2 0.0 0.05
H -0.3985 -2.9687 -4.3807 -0.1 0.1 -0.2 0.08
H -0.0736 -1.3944 -4.3546 -0.3 -0.2 -0.2 0.07
```
Positions in Å, forces in eV/Å.

=====

# 5
Below is 3 unconnected molecules or ions with the total composition C5H18N2O3 at a distorted geometry, with properties calculated with wB97M-V/def2-TZVPD.

Calculated values
E_tot = -536.1079 Ha
LUMO (spin up / spin down) = -3.27 / -8.40 eV
Net charge = +1
ΔE to the lowest compared entry with this formula, charge and spin = 63.43 kcal per mole
2S+1 = 2

Geometry as XYZ:
```
28
Properties=species:S:1:pos:R:3:forces:R:3:lowdin_charge:R:1
C -1.3717 0.1490 1.7590 1.2 -0.4 0.4 -0.09
N -0.7401 -0.5345 0.5389 -2.3 4.2 1.8 0.15
C -0.2514 0.3418 -0.5853 1.5 -3.3 2.3 -0.13
C 0.1640 -0.7544 -1.5994 0.0 1.2 -1.2 -0.13
C 0.7370 -0.0305 -2.8119 1.0 2.4 1.2 -0.21
O 1.7287 0.9113 -2.3950 0.0 1.3 -0.3 -0.07
C -0.2298 0.8456 2.6838 -0.7 1.4 -2.6 -0.22
N 0.9140 -0.0456 2.8647 -2.2 -0.5 -3.1 0.05
H -2.0087 -0.5064 2.4139 0.9 0.0 -1.1 0.14
H -2.0388 0.9363 1.3557 0.5 -0.2 0.1 0.14
H -1.2347 -1.3513 0.2556 0.1 -1.3 -0.2 0.14
H 0.5540 0.9659 -0.1188 0.2 -0.9 -0.6 0.15
H -0.9104 1.1333 -0.7802 -1.7 0.7 -0.8 0.12
H -0.6029 -1.5033 -1.9220 0.1 1.0 0.5 0.14
H 0.9412 -1.3361 -1.0859 0.1 0.0 -0.5 0.11
H 0.2121 0.7779 -3.3335 -1.7 -1.1 0.2 0.14
H 1.1399 -0.6067 -3.5678 0.7 -1.9 -1.3 0.10
H -0.7969 1.2676 3.5391 0.8 -0.7 0.0 0.13
H 0.0612 1.7955 2.0700 -0.2 -1.6 1.0 0.13
H 1.1591 -0.1734 3.7856 0.8 -0.5 2.4 0.05
H 0.7228 -0.9669 2.3967 0.6 1.3 1.2 0.10
H 2.3915 0.7385 -1.7470 0.8 -1.3 0.7 0.06
H 2.2005 -0.7328 0.2333 0.6 0.3 0.6 -0.01
H 3.2904 0.0633 1.0367 -0.2 0.5 0.9 0.03
O 3.1373 -0.4945 0.2904 -0.3 -0.7 -1.4 -0.03
H -3.2200 -1.0411 -1.7438 0.0 -6.3 2.6 -0.04
H -2.7491 0.3736 -1.5106 1.5 1.8 2.1 -0.03
O -3.1993 -0.2222 -2.0222 -1.6 4.5 -4.7 0.08
```
Positions in Å, forces in eV/Å.

=====

# 6
Below is a molecular structure, C40H53CoN4 at a distorted geometry, with properties calculated with wB97M-V/def2-TZVPD.

Calculated values
E_tot = -3157.7304 Ha
LUMO (spin up / spin down) = -0.84 / -0.98 eV
ΔE to the lowest compared entry with this formula, charge and spin = 37.78 kcal per mole
2S+1 = 5

Geometry as XYZ:
```
98
Properties=species:S:1:pos:R:3:forces:R:3:lowdin_charge:R:1
Co -0.0386 0.0847 0.1594 -2.5 -0.7 -0.3 0.76
C 2.7650 -5.3952 -0.9829 -0.7 -0.5 -0.9 -0.07
C 1.9769 -4.5295 -2.0153 1.5 -0.1 0.0 -0.18
C 1.0064 -3.6560 -1.3343 -0.7 0.3 0.2 -0.14
C -0.2994 -3.9463 -0.9934 1.6 -2.1 -1.5 -0.12
C -1.1398 -5.1529 -1.4393 1.2 0.8 0.7 -0.17
C -1.2952 -5.2174 -2.9395 -1.0 1.2 -0.5 -0.09
C -0.7767 -2.8992 -0.2126 1.2 2.2 -0.5 -0.23
N 0.2196 -1.8919 -0.1152 0.1 -1.0 0.0 0.04
C 1.3360 -2.3371 -0.7874 -1.3 -1.3 0.1 -0.20
C 2.6144 -1.7476 -0.8079 -0.5 -1.4 -0.6 0.03
C 2.8268 -0.5543 -0.1707 -1.0 1.6 0.5 -0.20
C 4.0752 -0.0717 0.3571 -0.8 0.6 -0.5 -0.15
C 5.3011 -0.8872 0.3943 0.4 -1.2 -0.1 -0.19
C 5.1838 -2.1266 1.3556 0.1 0.9 0.3 -0.08
C 3.8513 1.2098 0.7762 0.2 0.1 -1.2 -0.12
C 2.4539 1.5160 0.5190 0.8 -0.4 -0.4 -0.20
C 1.9603 2.8021 0.6634 0.5 -0.7 0.9 0.04
C 0.6073 3.0015 0.7740 -2.5 0.1 -0.8 -0.19
N -0.3325 1.9685 0.7391 0.6 1.6 0.8 0.05
C -1.5084 2.5412 1.1465 -0.7 -1.6 0.0 -0.22
C -2.6410 1.7923 1.5582 1.1 1.1 0.0 0.07
C -2.7763 0.4190 1.4623 1.0 0.7 0.6 -0.25
N -1.8753 -0.4233 0.8782 -0.9 -0.6 0.5 0.06
C -2.4186 -1.6785 1.0292 -0.9 0.8 -0.2 -0.20
C -2.0444 -2.7949 0.2806 0.3 0.8 1.4 0.05
C -3.6195 -1.6133 1.8396 -0.3 0.9 0.3 -0.12
C -3.8280 -0.2694 2.1158 -1.2 -1.4 -0.3 -0.12
C -5.0823 0.3745 2.6864 0.1 0.0 -0.5 -0.17
C -5.8073 1.2647 1.6349 -1.0 -0.3 0.9 -0.09
C -4.4407 -2.7887 2.2790 -0.1 -1.0 -0.1 -0.18
C -3.6211 -3.8589 3.0718 0.4 2.0 0.5 -0.08
C -1.4038 3.9509 1.2463 0.8 0.6 0.0 -0.14
C -0.0836 4.2634 0.9752 -0.4 -1.6 0.5 -0.12
C 0.5627 5.5704 0.9924 0.5 1.5 1.2 -0.19
C 1.8980 5.7671 0.2734 0.9 -0.3 0.2 -0.11
C -2.5691 4.8375 1.5568 0.2 0.3 -0.4 -0.19
C -3.4949 4.9885 0.3399 0.5 -0.6 -0.4 -0.09
N 1.7766 0.4062 0.0217 4.9 0.0 0.6 0.02
C 4.8957 2.2089 1.1929 -0.5 0.0 1.3 -0.21
C 5.5962 2.9643 0.0590 -0.6 0.1 -0.2 -0.09
H 3.5330 -5.9852 -1.5003 -0.1 0.1 0.2 0.07
H 2.0858 -6.0659 -0.4574 -0.1 -0.2 -0.1 0.07
H 3.2131 -4.8021 -0.2115 0.4 0.6 0.3 0.05
H 1.5297 -5.1675 -2.7921 0.1 0.2 0.3 0.10
H 2.7385 -3.8839 -2.5059 -0.5 -0.4 -0.1 0.11
H -2.0539 -5.0196 -0.8909 -0.8 -0.2 -0.3 0.08
H -0.7552 -6.1125 -1.0988 0.4 0.0 0.3 0.11
H -1.5167 -4.1988 -3.3393 0.2 -0.7 0.2 0.09
H -2.1391 -5.8424 -3.2041 -0.2 -0.2 -0.1 0.07
H -0.4301 -5.6008 -3.4616 0.3 0.0 0.0 0.06
H 3.4383 -2.3278 -1.3206 -0.9 0.8 1.0 0.14
H 6.1564 -0.2662 0.6878 -0.1 -0.2 0.0 0.10
H 5.5408 -1.3044 -0.6124 -0.2 0.5 0.5 0.12
H 5.2296 -1.7530 2.4101 0.2 -0.5 -0.8 0.08
H 6.0454 -2.7681 1.0993 -0.5 0.0 0.6 0.07
H 4.2145 -2.6681 1.2775 0.8 0.3 -0.3 0.07
H 2.6557 3.6053 0.9490 -0.6 -0.7 -0.4 0.09
H -3.3798 2.3361 2.1691 0.3 -0.3 -0.7 0.11
H -2.7582 -3.5984 0.2393 0.1 -0.3 -0.1 0.11
H -4.8745 1.0145 3.5568 0.1 -0.3 -0.1 0.11
H -5.7630 -0.4303 3.0125 0.2 0.4 0.0 0.10
H -5.2238 2.1214 1.3548 0.3 0.3 -0.2 0.03
H -6.7495 1.6527 2.0745 0.5 -0.2 -0.1 0.08
H -6.1117 0.7387 0.7343 0.3 -0.3 -0.1 0.08
H -4.8407 -3.3149 1.3856 0.0 0.3 0.3 0.12
H -5.3174 -2.4738 2.8765 0.5 -0.1 -0.3 0.10
H -2.8630 -4.2733 2.4471 0.7 -0.2 -0.5 0.04
H -4.2184 -4.6754 3.3989 -0.7 -0.5 0.5 0.05
H -3.0939 -3.3687 3.9353 -0.6 -0.6 -0.6 0.10
H 0.6837 5.9217 2.0726 -0.1 -0.4 -1.2 0.15
H -0.1455 6.2656 0.5704 -0.3 0.5 -0.2 0.10
H 2.7699 5.5359 0.9162 -0.5 0.1 -0.2 0.07
H 2.0293 6.7942 -0.0166 -0.1 0.6 0.0 0.06
H 2.0408 5.1966 -0.6490 -0.4 -0.1 0.2 0.08
H -2.1957 5.8261 1.8351 -0.1 -0.1 0.3 0.11
H -3.1549 4.4203 2.3817 0.2 0.2 0.1 0.11
H -2.9274 5.3959 -0.5177 -0.3 -0.2 0.3 0.08
H -4.3342 5.6396 0.5544 -0.2 0.1 0.0 0.06
H -3.8497 3.9790 0.0602 0.0 0.5 0.0 0.07
H 5.6419 1.6385 1.7866 -0.4 0.6 0.0 0.11
H 4.3407 2.9418 1.8461 1.1 -0.6 -0.3 0.11
H 6.0315 2.2486 -0.6577 -0.2 0.4 0.1 0.08
H 6.3857 3.6290 0.4452 -0.3 -0.3 -0.1 0.07
H 4.8230 3.5886 -0.4359 0.6 -0.3 -0.1 0.08
C 0.2056 1.9170 -3.4382 1.6 -0.4 0.5 -0.08
C 0.2035 0.4214 -2.9792 -0.1 0.4 -0.5 -0.50
C -0.1055 -0.4669 -4.2027 -0.8 0.0 0.0 -0.09
C -0.8058 0.2020 -1.8919 -1.8 -0.7 -0.5 -0.10
H 0.9488 2.0286 -4.2645 -0.7 0.0 0.3 0.08
H 0.5826 2.6171 -2.6408 -0.7 -0.7 -0.5 0.08
H -0.7940 2.1834 -3.7762 0.0 0.2 0.0 0.07
H 1.1773 0.1593 -2.5623 0.3 0.0 -0.3 0.10
H -1.1194 -0.1867 -4.5989 0.9 0.0 0.1 0.09
H -0.2362 -1.5262 -3.9085 0.5 0.4 -0.1 0.06
H 0.6580 -0.3426 -4.9992 -0.5 -0.2 0.4 0.08
H -1.4676 -0.7248 -1.9385 1.2 0.9 0.0 0.08
H -1.4892 1.0375 -1.7837 -0.1 0.3 0.3 0.05
```
Positions in Å, forces in eV/Å.

=====

# 7
Below is a single C4H5NO2 molecule at a distorted geometry, with properties calculated with wB97M-V/def2-TZVPD.

Calculated values
E_tot = -360.5793 Ha
LUMO = 0.61 eV
ΔE to the lowest compared entry with this formula, charge and spin = 56.58 kcal per mole
SMILES = Cn1ccc(=O)o1

Geometry as XYZ:
```
12
Properties=species:S:1:pos:R:3:forces:R:3:lowdin_charge:R:1
C 1.4825 1.8574 -0.0132 0.5 0.1 -0.9 -0.02
C 0.0892 0.2718 1.3395 -0.5 -0.8 -1.8 -0.02
C -0.7590 -0.7679 0.9978 -0.7 -0.6 2.2 -0.02
C -0.7220 -1.0316 -0.3707 0.1 2.0 -1.6 -0.44
H 0.9194 2.6691 -0.5162 0.5 -0.4 0.0 0.10
H 1.8770 2.2768 0.9465 -0.2 -0.8 -0.8 0.11
H 2.2294 1.3478 -0.6599 0.4 1.6 0.2 0.11
H 0.3097 0.6642 2.3302 0.1 0.1 -0.5 0.14
H -1.4613 -1.3346 1.6301 0.9 0.4 -0.2 0.12
N 0.6458 0.7303 0.1860 -1.5 -0.2 3.5 -0.24
O -1.2049 -1.7185 -1.2122 -0.1 -0.6 0.3 0.11
O 0.0876 0.1293 -0.8819 0.5 -0.7 -0.4 0.05
```
Positions in Å, forces in eV/Å.

=====

# 8
Below is a gas-phase ion, C4H10NO (charge -1) at a distorted geometry, with properties calculated with wB97M-V/def2-TZVPD.

Calculated values
E_tot = -288.3223 Ha
LUMO = 4.13 eV
Net charge = -1
ΔE to the lowest compared entry with this formula, charge and spin = 43.54 kcal per mole
SMILES = CNCCC[O-]

Geometry as XYZ:
```
16
Properties=species:S:1:pos:R:3:forces:R:3:lowdin_charge:R:1
C 0.7587 -1.4537 -1.5027 -1.1 -0.7 1.1 -0.20
N -0.4001 -0.7051 -1.1876 -3.9 0.3 0.1 -0.19
C -0.3017 0.6584 -0.6068 4.7 -2.4 -1.2 -0.24
C 0.4085 0.6631 0.7503 0.3 0.0 1.4 -0.26
C -0.6383 0.9005 1.8176 -2.7 0.1 0.3 -0.53
O -1.6092 -0.1503 1.7141 1.8 2.1 0.7 -0.42
H 1.3265 -0.8236 -2.2112 0.4 -1.0 0.0 0.07
H 0.3569 -2.4600 -1.7680 0.7 0.7 -1.0 0.08
H 1.3027 -1.7431 -0.5924 0.9 0.5 -0.1 0.05
H -1.2920 -1.2462 -0.9256 2.4 1.3 0.0 0.14
H -1.2519 1.0911 -0.6070 -1.2 0.9 0.0 0.08
H 0.5151 1.1173 -1.2801 -1.6 0.2 0.2 0.11
H 0.8092 -0.3605 1.0011 -0.3 0.8 -0.5 0.10
H 1.2947 1.3640 0.8789 -0.9 -0.4 -0.6 0.10
H -0.1470 1.1567 2.7956 0.0 -1.1 0.1 0.06
H -1.1322 1.9915 1.7238 0.5 -1.4 -0.7 0.08
```
Positions in Å, forces in eV/Å.